{
  "formula": "C31H50FIN7O4S",
  "method": "ωB97M-V/def2-TZVPD",
  "species": ["C", "C", "O", "O", "C", "C", "N", "C", "N", "C", "S", "C", "O", "C", "C", "C", "O", "I", "C", "F", "H", "H", "H", "H", "H", "H", "H", "H", "H", "H", "H", "H", "H", "H", "H", "C", "C", "C", "C", "N", "H", "H", "H", "H", "H", "H", "H", "C", "C", "C", "C", "N", "H", "H", "H", "H", "H", "H", "H", "C", "C", "C", "C", "N", "H", "H", "H", "H", "H", "H", "H", "C", "C", "C", "C", "N", "H", "H", "H", "H", "H", "H", "H", "C", "C", "C", "C", "N", "H", "H", "H", "H", "H", "H", "H"],
  "coordinates": [[-1.618, 0.561, -3.892], [-2.323, -0.872, -4.069], [-2.746, -1.169, -5.198], [-2.388, -1.767, -2.926], [-1.185, -2.572, -3.045], [-0.530, -3.023, -1.665], [-0.618, -2.028, -0.547], [-0.644, -2.778, 0.786], [-2.068, -2.717, 1.300], [-2.595, -3.897, 1.170], [-3.546, -5.239, 1.132], [0.247, -2.080, 1.922], [1.627, -1.854, 1.570], [1.800, -1.378, 0.217], [2.733, -2.436, -0.539], [3.341, -1.926, -1.928], [3.363, -2.744, -2.884], [4.084, 0.071, -2.326], [0.453, -0.973, -0.541], [0.675, -0.399, -1.847], [-1.777, 1.006, -2.857], [-0.489, 0.363, -4.029], [-1.916, 1.259, -4.740], [-0.402, -1.906, -3.577], [-1.331, -3.472, -3.752], [0.523, -3.399, -1.898], [-1.116, -3.957, -1.318], [-1.526, -1.506, -0.561], [-0.261, -3.854, 0.684], [0.135, -2.673, 2.901], [-0.243, -1.051, 2.128], [2.420, -0.405, 0.298], [2.269, -3.487, -0.641], [3.646, -2.600, 0.153], [0.005, -0.096, 0.064], [4.126, 6.262, -2.065], [4.383, 4.891, -2.676], [3.108, 4.063, -2.849], [2.498, 3.702, -1.564], [2.017, 3.420, -0.557], [3.730, 6.181, -1.050], [5.058, 6.831, -2.013], [3.415, 6.833, -2.668], [5.106, 4.349, -2.057], [4.845, 5.029, -3.658], [3.355, 3.146, -3.393], [2.387, 4.611, -3.463], [-3.109, -5.383, -6.979], [-1.712, -5.992, -7.013], [-1.479, -7.025, -5.909], [-1.504, -6.426, -4.572], [-1.527, -5.957, -3.521], [-3.277, -4.819, -6.057], [-3.239, -4.694, -7.817], [-3.877, -6.157, -7.054], [-0.968, -5.193, -6.947], [-1.570, -6.481, -7.982], [-0.504, -7.497, -6.066], [-2.228, -7.820, -5.974], [-0.652, -4.710, 7.687], [-0.614, -3.389, 6.928], [-1.202, -3.487, 5.520], [-0.405, -4.350, 4.643], [0.219, -5.027, 3.951], [-0.034, -5.469, 7.201], [-0.271, -4.572, 8.701], [-1.674, -5.092, 7.759], [0.418, -3.028, 6.883], [-1.187, -2.647, 7.493], [-1.243, -2.484, 5.085], [-2.231, -3.854, 5.569], [1.484, 9.706, -1.402], [1.858, 10.427, -2.691], [0.921, 10.103, -3.856], [1.011, 8.700, -4.269], [1.080, 7.597, -4.592], [1.571, 8.622, -1.510], [2.151, 10.013, -0.593], [0.459, 9.942, -1.104], [2.891, 10.181, -2.957], [1.826, 11.506, -2.508], [1.182, 10.739, -4.707], [-0.111, 10.346, -3.585], [-1.952, 0.081, 9.629], [-1.914, 1.400, 8.868], [-2.502, 1.301, 7.460], [-1.707, 0.436, 6.584], [-1.085, -0.246, 5.897], [-1.335, -0.679, 9.143], [-1.571, 0.220, 10.643], [-2.975, -0.301, 9.701], [-0.882, 1.761, 8.823], [-2.486, 2.143, 9.433], [-2.543, 2.303, 7.023], [-3.532, 0.935, 7.509]],
  "homo_ev": -12.216,
  "total_charge": 1,
  "homo_lumo_gap_ev": 8.8
}

---

{
  "formula": "C31H51CsN8O3P2Sb2",
  "method": "ωB97M-V/def2-TZVPD",
  "species": ["Cs", "C", "Sb", "C", "C", "C", "C", "C", "C", "C", "C", "C", "Sb", "C", "C", "H", "H", "H", "H", "H", "H", "H", "H", "H", "H", "H", "H", "H", "H", "H", "H", "H", "H", "H", "H", "C", "C", "C", "C", "N", "C", "C", "C", "C", "C", "C", "N", "H", "H", "H", "H", "H", "H", "H", "H", "O", "C", "N", "C", "N", "C", "N", "C", "N", "C", "P", "C", "C", "H", "H", "H", "H", "H", "H", "H", "H", "H", "H", "H", "H", "H", "N", "C", "P", "O", "O", "C", "N", "H", "H", "H", "H", "H", "H", "H", "H", "H", "H"],
  "coordinates": [[-0.098, -1.616, -1.790], [-0.358, 3.802, -3.277], [-1.327, 1.940, -3.249], [-1.001, 1.699, -5.398], [-3.386, 2.305, -3.581], [-4.124, 2.805, -2.396], [-3.945, 4.126, -1.984], [-4.557, 4.642, -0.791], [-5.430, 3.813, -0.096], [-5.670, 2.551, -0.494], [-5.037, 2.057, -1.660], [-5.460, 0.661, -2.069], [-3.930, -0.812, -2.167], [-5.084, -2.408, -1.250], [-3.044, -0.197, -0.301], [0.624, 3.523, -3.586], [-0.375, 4.220, -2.320], [-0.732, 4.565, -3.983], [-1.374, 2.601, -5.847], [-1.352, 0.678, -5.813], [0.113, 1.730, -5.507], [-3.916, 1.421, -3.835], [-3.295, 2.993, -4.401], [-3.346, 4.749, -2.682], [-4.432, 5.646, -0.423], [-5.831, 4.147, 0.875], [-6.376, 1.940, 0.067], [-6.095, 0.716, -2.955], [-6.044, 0.182, -1.305], [-5.445, -2.128, -0.285], [-4.399, -3.303, -1.169], [-5.840, -2.817, -1.892], [-3.779, -0.163, 0.516], [-2.528, 0.791, -0.395], [-2.237, -0.954, -0.153], [-1.197, -5.732, -5.017], [0.003, -6.407, -5.239], [1.128, -5.927, -4.607], [1.051, -4.854, -3.777], [-0.083, -4.235, -3.519], [-1.229, -4.646, -4.171], [2.194, -4.338, -3.019], [3.403, -3.934, -3.615], [4.432, -3.571, -2.737], [4.268, -3.475, -1.376], [3.034, -3.680, -0.914], [2.006, -4.154, -1.662], [-2.170, -6.042, -5.467], [0.160, -7.234, -5.948], [2.111, -6.347, -4.685], [-2.137, -4.105, -4.093], [3.508, -3.953, -4.707], [5.374, -3.273, -3.130], [4.989, -3.124, -0.653], [2.720, -3.661, 0.130], [1.771, 1.065, 0.463], [1.659, 0.538, 1.477], [1.618, 0.060, 2.612], [5.057, 3.511, 4.906], [4.805, 4.731, 4.061], [4.240, 5.795, 5.001], [3.112, 5.310, 5.700], [3.447, 4.076, 6.487], [3.944, 3.061, 5.608], [2.890, 2.529, 4.719], [2.176, 3.820, 3.585], [3.846, 4.518, 3.016], [1.897, 5.158, 4.875], [5.893, 3.828, 5.583], [5.327, 2.826, 4.123], [5.716, 4.997, 3.671], [4.035, 6.681, 4.410], [5.083, 6.018, 5.753], [2.586, 3.783, 7.006], [4.234, 4.451, 7.107], [2.073, 2.105, 5.219], [3.295, 1.785, 4.092], [3.510, 5.381, 2.489], [4.177, 3.859, 2.235], [0.998, 5.034, 5.379], [1.792, 6.111, 4.288], [0.094, -5.421, -0.089], [0.306, -5.069, 1.347], [-0.363, -3.348, 1.305], [-1.536, -3.431, 0.323], [0.787, -2.451, 0.836], [-1.079, -3.011, 2.918], [-0.155, -2.308, 3.851], [0.720, -4.887, -0.748], [-0.876, -5.037, -0.352], [0.109, -6.470, -0.280], [1.345, -5.117, 1.503], [-0.238, -5.790, 1.920], [-1.575, -3.977, 3.213], [-1.867, -2.279, 2.667], [-0.688, -1.912, 4.639], [0.958, -0.703, 2.602], [0.426, -3.028, 4.281]],
  "homo_ev": -11.428,
  "de_lowest_ev": 1.319,
  "total_charge": 2,
  "homo_lumo_gap_ev": 7.4
}

---

Which formula does entry 2 have? C31H51CsN8O3P2Sb2

---

Which formula does entry 2 have? C31H51CsN8O3P2Sb2